# 1
Molecular formula: C26H32IrNO2S4Si
Method: DFT, ωB97M-V/def2-TZVPD

Each line ends with the Löwdin charge.
Positions of all 67 atoms, in Å:
1 Ir 0.137 0.086 0.134  0.823
2 C -0.524 -1.356 1.501  -0.414
3 Si -0.959 -0.285 2.947  0.588
4 C 0.135 1.284 2.867  -0.260
5 N 0.155 1.958 1.546  -0.324
6 C -1.070 2.781 1.400  -0.183
7 C -0.979 3.797 0.251  -0.155
8 C 0.135 3.443 -0.717  -0.208
9 C 1.475 3.401 0.014  -0.161
10 C 1.331 2.841 1.432  -0.203
11 C -0.589 -1.068 4.612  -0.239
12 C -1.050 -2.364 4.854  -0.095
13 C -0.832 -2.993 6.069  -0.086
14 C -0.141 -2.331 7.075  -0.092
15 C 0.327 -1.046 6.857  -0.089
16 C 0.102 -0.424 5.636  -0.095
17 C -2.793 0.158 2.904  -0.245
18 C -3.729 -0.694 2.316  -0.100
19 C -5.087 -0.408 2.340  -0.098
20 C -5.540 0.756 2.939  -0.089
21 C -4.630 1.621 3.531  -0.082
22 C -3.278 1.314 3.520  -0.107
23 H -1.380 -1.911 1.114  -0.017
24 H 0.273 -2.053 1.765  -0.005
25 H 1.151 0.923 3.059  0.076
26 H -0.082 2.019 3.654  0.089
27 H -1.227 3.311 2.350  0.119
28 H -1.907 2.097 1.273  0.078
29 H -0.801 4.794 0.663  0.115
30 H -1.938 3.840 -0.265  0.100
31 H 0.180 4.161 -1.539  0.118
32 H -0.086 2.479 -1.181  0.040
33 H 1.882 4.412 0.087  0.115
34 H 2.197 2.811 -0.554  0.095
35 H 1.227 3.648 2.172  0.131
36 H 2.209 2.258 1.708  0.082
37 H -1.586 -2.898 4.076  0.103
38 H -1.199 -3.998 6.232  0.102
39 H 0.032 -2.819 8.025  0.101
40 H 0.869 -0.526 7.637  0.101
41 H 0.481 0.582 5.493  0.091
42 H -3.399 -1.604 1.832  0.094
43 H -5.792 -1.094 1.888  0.104
44 H -6.598 0.987 2.951  0.102
45 H -4.975 2.528 4.010  0.102
46 H -2.590 1.998 4.005  0.099
47 O 6.057 0.597 -3.356  -0.032
48 C 5.051 0.454 -2.729  -1.002
49 S 4.993 0.151 -0.983  0.975
50 C 3.252 0.041 -0.835  -1.152
51 C 2.519 0.197 -2.016  -1.140
52 S 0.821 0.091 -2.144  0.558
53 S 3.426 0.497 -3.463  0.986
54 S 2.550 -0.268 0.656  0.664
55 C -4.807 0.577 -1.293  -0.156
56 C -4.139 0.054 -2.559  -0.156
57 C -2.740 -0.278 -2.058  -0.213
58 O -2.474 0.629 -0.978  -0.229
59 C -3.669 1.346 -0.643  -0.199
60 H -5.108 -0.251 -0.648  0.105
61 H -5.681 1.198 -1.481  0.116
62 H -4.096 0.839 -3.318  0.116
63 H -4.641 -0.809 -2.993  0.114
64 H -1.968 -0.147 -2.819  0.085
65 H -2.676 -1.301 -1.673  0.121
66 H -3.597 2.364 -1.046  0.117
67 H -3.751 1.395 0.444  0.097

Calculated values
HOMO energy (spin up / spin down) = -6.73 / -8.15 eV
spin multiplicity = 5
LUMO energy (spin up / spin down) = 0.529 / -1.956 eV
E = -3201.70514 Ha

=====

# 2
Molecular formula: C22H14I3N4O4Rh
Method: DFT, ωB97M-V/def2-TZVPD

Each line ends with the Löwdin charge.
Positions of all 48 atoms, in Å:
1 Rh -0.474 -0.515 0.548  1.090
2 I -0.550 0.168 3.416  1.033
3 C 1.528 -0.307 3.246  -0.559
4 C 2.279 -0.385 4.394  -0.160
5 C 3.686 -0.366 4.375  -0.075
6 C 4.320 -0.446 3.171  -0.043
7 C 3.600 -0.491 1.964  -0.181
8 C 4.330 -0.436 0.747  -0.025
9 C 3.653 -0.460 -0.480  -0.063
10 C 2.264 -0.653 -0.465  -0.097
11 C 1.531 -0.643 0.733  -0.212
12 C 2.176 -0.519 1.969  -0.223
13 H 1.759 -0.384 5.336  0.084
14 H 4.214 -0.287 5.302  0.100
15 H 5.416 -0.562 3.076  0.123
16 H 5.429 -0.438 0.782  0.113
17 H 4.174 -0.308 -1.413  0.100
18 H 1.737 -0.818 -1.413  0.096
19 I -0.200 4.980 0.182  0.888
20 C -0.324 3.413 -1.229  -0.583
21 C -0.495 3.826 -2.601  -0.249
22 C -0.603 2.858 -3.581  -0.663
23 I -0.646 3.584 -5.518  0.985
24 C -0.758 1.476 -3.272  -0.213
25 C -1.175 0.521 -4.234  -0.096
26 C -1.382 -0.779 -3.824  -0.071
27 C -1.073 -1.143 -2.478  -0.137
28 N -0.690 -0.271 -1.553  -0.052
29 C -0.591 1.054 -1.931  -0.156
30 C -0.379 2.009 -0.891  -0.392
31 O -0.311 1.562 0.306  -0.181
32 H -0.353 4.887 -2.889  0.075
33 H -1.333 0.823 -5.259  0.047
34 H -1.730 -1.595 -4.459  0.100
35 H -1.050 -2.198 -2.133  0.106
36 N -3.453 -1.461 0.769  0.027
37 C -4.723 -1.108 0.989  -0.097
38 C -4.798 0.270 0.965  -0.081
39 C -3.503 0.738 0.801  -0.116
40 N -2.649 -0.325 0.654  -0.086
41 H -3.009 -2.373 0.820  0.140
42 H -5.549 -1.815 1.198  0.135
43 H -5.682 0.886 1.146  0.106
44 H -3.144 1.760 0.780  0.115
45 O 0.429 -3.270 -0.485  0.054
46 N -0.302 -3.504 0.446  -0.484
47 O -0.655 -4.543 0.959  0.076
48 O -0.938 -2.412 1.035  -0.296

Calculated values
ΔE to the lowest compared entry with this formula, charge and spin = 0.7634 eV
HOMO energy (spin up / spin down) = -5.39 / -7.95 eV
spin multiplicity = 5
LUMO energy (spin up / spin down) = 0.075 / -2.513 eV
E = -2370.11301 Ha

=====

# 3
Molecular formula: C3H12N2
Method: DFT, ωB97M-V/def2-TZVPD

Each line ends with the Löwdin charge.
Positions of all 17 atoms, in Å:
1 N 1.000 -1.330 1.582  0.172
2 C -0.266 -1.266 0.864  -0.163
3 C -0.474 0.170 0.269  -0.143
4 C -0.123 0.234 -1.244  -0.044
5 N -0.266 1.824 -1.600  0.181
6 H 1.736 -0.743 1.051  0.213
7 H 1.305 -2.272 1.732  0.170
8 H 0.736 -0.934 2.543  0.222
9 H -0.349 -2.092 0.213  0.129
10 H -1.095 -1.277 1.669  0.176
11 H 0.442 0.640 0.808  0.139
12 H -1.390 0.651 0.678  0.146
13 H 0.845 -0.065 -1.585  0.123
14 H -0.885 -0.119 -1.985  0.150
15 H -0.562 2.303 -0.688  0.185
16 H 0.467 2.273 -2.196  0.192
17 H -1.122 2.002 -2.111  0.152

Calculated values
ΔE to the lowest compared entry with this formula, charge and spin = 1.6983 eV
HOMO energy = -21.37 eV
SMILES string = [NH3+]CCC[NH3+]
charge = +2
LUMO energy = -7.354 eV
E = -230.32775 Ha

=====

# 4
Molecular formula: C19H40BF9NO20P4S
Method: DFT, ωB97M-V/def2-TZVPD

Each line ends with the Löwdin charge.
Positions of all 95 atoms, in Å:
1 C 0.686 7.568 -3.365  -0.053
2 C 0.623 6.044 -3.486  -0.242
3 O -0.516 5.511 -2.830  0.068
4 B -0.372 4.429 -2.009  -0.807
5 O 0.606 4.398 -1.040  0.160
6 N -1.362 3.309 -2.197  -0.033
7 C -0.750 1.997 -2.631  -0.404
8 C 0.139 1.353 -1.567  -0.205
9 C 0.781 0.033 -2.017  -0.080
10 C -1.814 1.031 -3.256  -0.733
11 O -2.161 0.055 -2.606  0.017
12 O -2.191 1.409 -4.386  -0.077
13 P 0.245 2.482 -4.162  0.940
14 O 0.417 1.077 -4.974  -0.255
15 O 1.766 2.599 -3.487  -0.271
16 S -2.475 3.298 -1.029  0.714
17 O -2.704 2.047 -0.393  -0.206
18 O -2.197 4.415 -0.160  -0.247
19 C -4.098 3.680 -1.867  -0.429
20 F -4.334 2.763 -2.805  0.144
21 F -5.010 3.514 -0.884  0.106
22 C -4.264 5.148 -2.426  -0.342
23 F -5.250 5.733 -1.701  0.137
24 F -3.159 5.886 -2.265  0.153
25 C -4.718 5.301 -3.908  -0.329
26 F -5.084 6.606 -4.045  0.134
27 F -5.817 4.566 -4.144  0.165
28 C -3.643 5.069 -5.006  -0.574
29 F -2.916 4.020 -4.778  0.214
30 F -2.846 6.138 -5.073  0.173
31 F -4.263 4.959 -6.183  0.178
32 H 0.956 7.982 -4.336  0.068
33 H 1.489 7.858 -2.691  0.068
34 H -0.262 7.984 -3.045  0.079
35 H 1.561 5.614 -3.130  0.109
36 H 0.540 5.767 -4.536  0.110
37 H 1.447 4.062 -1.373  0.106
38 H 0.967 2.000 -1.286  0.081
39 H -0.414 1.138 -0.654  0.114
40 H 0.036 -0.730 -2.204  0.066
41 H 1.387 -0.313 -1.175  0.070
42 H 1.468 0.161 -2.846  0.054
43 H -0.206 1.142 -5.708  0.051
44 H 2.292 3.085 -4.129  0.045
45 C 3.391 2.763 4.717  -0.103
46 O 3.348 3.061 3.320  -0.217
47 P 2.680 2.016 2.305  0.335
48 O 2.031 0.892 2.982  -0.229
49 O 3.844 1.641 1.302  -0.204
50 C 4.923 0.857 1.806  -0.099
51 O 1.810 2.900 1.354  -0.201
52 C 0.609 3.494 1.887  -0.057
53 H 4.297 2.203 4.955  0.083
54 H 3.406 3.710 5.252  0.083
55 H 2.519 2.189 5.024  0.080
56 H 4.569 0.119 2.528  0.086
57 H 5.667 1.505 2.272  0.086
58 H 5.372 0.339 0.963  0.087
59 H 0.866 4.371 2.482  0.093
60 H 0.057 2.778 2.496  0.095
61 H -0.004 3.793 1.049  0.055
62 C 0.705 -4.161 1.369  -0.077
63 O 0.647 -4.066 -0.064  -0.206
64 P 0.074 -5.266 -0.938  0.331
65 O -0.501 -6.353 -0.136  -0.239
66 O 1.264 -5.676 -1.894  -0.201
67 C 2.400 -6.301 -1.300  -0.097
68 O -0.864 -4.577 -1.984  -0.197
69 C -2.101 -4.019 -1.505  -0.065
70 H 1.648 -4.616 1.676  0.086
71 H 0.651 -3.149 1.761  0.093
72 H -0.127 -4.742 1.763  0.072
73 H 2.104 -6.963 -0.484  0.073
74 H 3.089 -5.540 -0.929  0.090
75 H 2.892 -6.887 -2.071  0.086
76 H -1.916 -3.059 -1.026  0.095
77 H -2.586 -4.704 -0.809  0.083
78 H -2.743 -3.865 -2.366  0.092
79 C -1.542 -8.001 5.965  -0.093
80 O -0.133 -7.768 5.842  -0.217
81 P 0.390 -6.459 5.090  0.330
82 O -0.673 -5.511 4.757  -0.224
83 O 1.262 -6.992 3.897  -0.206
84 C 0.579 -7.645 2.814  -0.082
85 O 1.545 -5.923 6.020  -0.203
86 C 1.163 -5.347 7.272  -0.091
87 H -1.907 -8.550 5.097  0.087
88 H -1.695 -8.601 6.860  0.084
89 H -2.088 -7.065 6.060  0.081
90 H -0.388 -7.184 2.617  0.082
91 H 0.449 -8.703 3.047  0.089
92 H 1.194 -7.543 1.926  0.073
93 H 0.934 -6.134 7.992  0.087
94 H 0.302 -4.690 7.150  0.088
95 H 2.008 -4.764 7.630  0.087

Calculated values
HOMO energy = -5.24 eV
charge = -1
LUMO energy = 2.056 eV
E = -4995.29353 Ha

=====

# 5
Molecular formula: C5H6O2
Method: DFT, ωB97M-V/def2-TZVPD

Each line ends with the Löwdin charge.
Positions of all 13 atoms, in Å:
1 C -1.640 -0.148 1.163  0.114
2 C -0.638 0.053 0.317  -0.209
3 C -0.523 -0.247 -1.147  -0.151
4 O 0.830 -0.662 -1.329  -0.116
5 C 1.653 -0.005 -0.381  -0.112
6 C 0.720 0.550 0.692  -0.338
7 O 1.029 1.251 1.625  0.112
8 H -1.521 0.087 2.218  0.080
9 H -2.589 -0.567 0.837  0.075
10 H -1.176 -1.044 -1.511  0.133
11 H -0.730 0.675 -1.714  0.135
12 H 2.335 -0.732 0.075  0.140
13 H 2.251 0.791 -0.844  0.137

Calculated values
ΔE to the lowest compared entry with this formula, charge and spin = 1.2601 eV
HOMO energy = -9.76 eV
SMILES string = C=C1COCC1=O
LUMO energy = 0.158 eV
E = -344.55560 Ha

=====

# 6
Molecular formula: C4H8ClNOS
Method: DFT, ωB97M-V/def2-TZVPD

Each line ends with the Löwdin charge.
Positions of all 16 atoms, in Å:
1 C 1.589 0.908 -0.056  -0.026
2 C 0.763 -0.264 0.602  -0.455
3 O 1.299 -1.481 0.370  -0.042
4 C -0.684 -0.173 0.040  -0.856
5 N -1.195 1.121 0.359  -0.335
6 Cl -2.938 1.182 -0.055  0.573
7 C -1.041 -0.658 -1.257  -0.325
8 S -1.680 -1.731 0.168  0.781
9 H 2.514 0.427 -0.345  0.084
10 H 1.596 1.763 0.545  0.055
11 H 1.151 1.193 -0.997  0.070
12 H 0.923 0.179 1.641  0.158
13 H 1.226 -2.064 1.181  0.141
14 H -1.274 1.195 1.396  0.084
15 H -0.361 -1.260 -1.845  0.087
16 H -1.889 -0.337 -1.745  0.007

Calculated values
ΔE to the lowest compared entry with this formula, charge and spin = 3.1000 eV
HOMO energy = -8.70 eV
SMILES string = C[C@H](O)[C@@]1(NCl)CS1
LUMO energy = 0.512 eV
E = -1145.48858 Ha

=====

# 7
Molecular formula: BrI3Si
Method: DFT, ωB97M-V/def2-TZVPD

Each line ends with the Löwdin charge.
Positions of all 5 atoms, in Å:
1 Si -0.405 -0.557 0.805  -0.769
2 Br -0.627 -1.765 2.752  0.109
3 I 1.043 1.231 1.445  0.345
4 I 0.304 -1.358 -1.365  0.317
5 I -0.314 2.449 -3.637  -0.002

Calculated values
ΔE to the lowest compared entry with this formula, charge and spin = 1.7112 eV
HOMO energy (spin up / spin down) = -9.94 / -8.23 eV
LUMO energy (spin up / spin down) = -2.146 / -3.355 eV
E = -3756.63205 Ha

=====

For each record above, in turn, the calculated max |F| values are 0.351; 3.781; 4.178; 1.192; 0.522; 3.823; 1.217 eV Å⁻¹.